Here is a single C5H5Cl2N molecule from OMol25. Energies are from the ωB97M-V functional and the def2-TZVPD basis.

Element x y z (Å)
C: -1.373 0.544 0.754
C: -0.055 0.945 0.212
C: 0.512 2.239 0.110
N: 0.971 3.265 -0.063
C: 0.888 -0.218 -0.555
Cl: 2.558 0.190 -0.734
C: 0.499 -1.611 -0.814
Cl: 0.249 -2.606 0.726
H: -2.150 0.719 0.092
H: -1.395 -0.450 1.164
H: -1.714 0.982 1.664
H: -0.414 -1.959 -1.323
H: 1.424 -2.040 -1.233

Atoms 1-3, force components in eV/Å:
0.9 -0.4 1.2
4.0 -4.8 -3.1
-1.2 -2.1 0.4

Calculated values
2S+1: 1
Kohn-Sham gap (alpha / beta) (eV): 7.97 / 7.80
E_LUMO (alpha / beta) (eV): -1.203 / -1.238
SMILES: C/C(C#N)=C(/Cl)CCl

Here is a single C2H8N4O molecule from OMol25. Energies are from the ωB97M-V functional and the def2-TZVPD basis.

Element x y z (Å)
C: 0.923 -1.063 -0.265
N: -0.995 -0.071 -0.645
N: -1.905 -1.093 -0.373
N: -0.069 2.352 -0.265
C: 0.313 1.346 0.593
O: 2.036 -1.060 0.532
N: -0.154 0.129 0.467
H: 1.793 -1.353 1.421
H: -1.773 -1.530 0.541
H: -1.876 -1.794 -1.111
H: -0.870 2.073 -0.828
H: -0.103 3.283 0.121
H: 0.347 -1.988 -0.219
H: 1.220 -0.758 -1.263
H: 1.114 1.527 1.294

Atoms 1-3, force components in eV/Å:
-0.2 1.1 1.6
-0.4 1.0 0.0
-0.1 -0.3 0.3

Calculated values
2S+1: 1
Kohn-Sham gap (alpha / beta) (eV): 7.40 / 6.56
E_LUMO (alpha / beta) (eV): 0.660 / 0.821

Here is a single C4H9OPS molecule from OMol25. Energies are from the ωB97M-V functional and the def2-TZVPD basis.

Element x y z (Å)
C: 1.060 -0.522 -0.780
C: 0.031 0.468 -0.049
C: -1.087 0.818 -1.063
C: -0.483 -0.134 1.146
O: 2.109 -0.869 0.052
P: 3.474 0.028 -0.202
S: 0.873 2.054 0.324
H: 0.514 -1.411 -1.018
H: 1.411 -0.042 -1.720
H: -1.462 1.757 -0.970
H: -2.001 0.126 -0.967
H: -0.517 0.721 -2.057
H: 0.326 -0.717 1.540
H: -1.362 -0.748 0.944
H: -0.813 0.429 2.070
H: 4.191 -0.321 0.951

Atoms 1-3, force components in eV/Å:
-1.2 1.7 -0.2
0.7 2.1 -2.1
1.3 -3.8 -1.6

Calculated values
2S+1: 1
Kohn-Sham gap (alpha / beta) (eV): 7.89 / 6.47
E_LUMO (alpha / beta) (eV): -0.949 / -1.766

Here is a gas-phase ion, C4H9N2S (charge +1) from OMol25. Energies are from the ωB97M-V functional and the def2-TZVPD basis.

Element x y z (Å)
C: -2.708 -0.469 -0.174
S: -1.223 -1.052 0.553
C: -0.078 0.377 0.165
C: 1.149 0.456 1.131
N: 2.246 -0.002 0.370
C: 1.861 -0.081 -0.894
N: 0.584 0.233 -1.095
H: -3.444 -1.024 0.345
H: -2.891 -0.719 -1.289
H: -2.680 0.680 -0.095
H: -0.733 1.234 0.084
H: 1.360 1.514 1.433
H: 0.944 -0.131 2.143
H: 3.022 -0.401 0.856
H: 2.557 -0.350 -1.715
H: 0.036 -0.263 -1.817

Atoms 1-3, force components in eV/Å:
0.1 1.8 -2.9
2.0 0.2 0.1
-0.8 -0.8 1.3

Calculated values
2S+1: 1
Net charge: +1
Kohn-Sham gap (eV): 8.89
E_LUMO (eV): -4.033
SMILES: CS[C@H]1CNC=[NH+]1

Computed values of DFT total energy (unit: a.u.) for the preceding records, in sequence: -1168.545913; -375.082149; -972.479105; -665.241404.